Computed, not measured: a molecular structure, ILi in a non-equilibrium geometry, with ωB97M-V/def2-TZVPD.

The frontier orbital gap is 0.207 Ha. The calculation puts the HOMO energy at -7.510 eV. The energy above the lowest of the compared OMol25 structures with the same formula, charge and spin comes out at 113.2 kJ/mol. As for the net charge: 0.

```
2
Properties=species:S:1:pos:R:3:mulliken_charge:R:1
Li 0.447 0.215 1.636 0.779
I -0.447 -0.215 -1.636 -0.779
```



Computed, not measured: a molecular structure, C2H5N3O, with ωB97M-V/def2-TZVPD.

The frontier orbital gap is 0.364 Ha. The calculation puts the HOMO energy at -9.324 eV. The energy above the lowest of the compared OMol25 structures with the same formula, charge and spin comes out at 197.5 kJ/mol. As for the net charge: 0.

```
11
Properties=species:S:1:pos:R:3:mulliken_charge:R:1
N -1.725 0.072 -0.522 -0.383
C -0.916 -0.491 0.387 0.466
O -1.322 -1.324 1.273 -0.647
N 0.390 -0.330 0.593 -0.409
C 1.257 0.506 -0.072 0.169
N 2.491 0.570 0.223 -0.613
H -2.682 -0.240 -0.567 0.236
H -1.359 0.621 -1.281 0.191
H -0.069 -1.197 1.514 0.587
H 0.786 1.107 -0.869 0.144
H 2.952 1.246 -0.382 0.258
```



Computed, not measured: a single C5H6O molecule in a non-equilibrium geometry, with ωB97M-V/def2-TZVPD.

The frontier orbital gap is 0.332 Ha. The calculation puts the HOMO energy at -8.229 eV. The energy above the lowest of the compared OMol25 structures with the same formula, charge and spin comes out at 303.0 kJ/mol. As for the net charge: 0.

```
12
Properties=species:S:1:pos:R:3:mulliken_charge:R:1
O -2.143 1.763 -0.261 -0.422
C -1.542 0.763 -0.402 0.513
C -1.127 -0.407 -0.860 -0.703
C 0.288 -0.599 -0.614 -0.121
C 0.652 0.739 0.607 -0.832
C 0.915 -0.722 0.706 -0.336
H -1.746 -1.068 -1.430 0.417
H 0.930 -0.783 -1.487 0.340
H 0.050 1.213 1.385 0.359
H 1.422 1.376 0.209 0.291
H 1.956 -1.034 0.677 0.246
H 0.345 -1.242 1.470 0.248
```



Computed, not measured: a molecular structure, C24H35AsInNO11P2S2Se2, with ωB97M-V/def2-TZVPD.

The frontier orbital gap is 0.243 Ha. The calculation puts the HOMO energy at -2.743 eV. As for the net charge: -2.

```
79
Properties=species:S:1:pos:R:3:mulliken_charge:R:1
In 2.105 -1.005 -0.084 1.154
O 1.851 0.210 4.613 -0.648
As 2.860 0.440 3.125 0.986
O 4.421 0.528 3.594 -0.841
O 2.296 -0.843 2.201 -0.514
C 2.081 2.196 2.703 -0.259
C 1.362 2.823 3.724 -0.355
C 0.783 4.067 3.528 -0.450
C 0.922 4.721 2.314 -0.781
C 1.641 4.123 1.294 -0.512
C 2.216 2.873 1.490 0.346
S 2.907 2.082 0.053 1.215
O 3.821 1.069 0.565 -0.788
O 3.508 3.111 -0.767 -0.788
O 1.715 1.456 -0.556 -0.464
H 1.769 -0.749 4.674 0.260
H 1.250 2.312 4.669 0.536
H 0.214 4.525 4.329 0.342
H 0.465 5.692 2.158 0.354
H 1.777 4.607 0.337 0.552
C -2.850 3.917 -2.121 -1.463
P -1.406 2.787 -1.909 1.052
C -0.058 4.005 -2.207 -1.391
C -1.463 1.970 -3.582 -1.290
C -0.448 0.810 -3.786 -1.164
P -0.454 -0.513 -2.464 0.842
C -2.086 -1.277 -2.850 -1.281
C 0.608 -1.737 -3.346 -1.329
H -2.785 4.513 -3.038 0.413
H -2.895 4.585 -1.259 0.342
H -3.771 3.330 -2.138 0.358
H -0.094 4.408 -3.224 0.501
H 0.911 3.542 -2.019 0.212
H -0.176 4.824 -1.494 0.334
H -1.330 2.739 -4.351 0.501
H -2.476 1.565 -3.679 0.384
H 0.564 1.228 -3.788 0.350
H -0.634 0.332 -4.754 0.507
H -2.170 -1.519 -3.914 0.371
H -2.887 -0.593 -2.566 0.235
H -2.210 -2.180 -2.248 0.314
H 0.219 -1.963 -4.345 0.440
H 0.649 -2.652 -2.754 0.288
H 1.623 -1.347 -3.430 0.367
O -3.295 -1.268 4.075 -0.639
C -2.474 -0.109 4.008 -1.054
C -3.240 1.140 3.537 1.533
C -4.171 1.610 4.655 -1.092
O -5.134 0.637 5.033 -0.593
C -2.200 2.234 3.263 -1.067
Se -1.639 2.267 1.371 0.134
C -4.067 0.850 2.277 -1.390
Se -2.841 0.337 0.855 -0.075
H -3.301 -1.712 3.216 0.341
H -1.600 -0.275 3.374 0.487
H -2.118 0.071 5.026 0.471
H -4.726 2.495 4.328 0.432
H -3.560 1.900 5.521 0.379
H -4.742 -0.240 4.884 0.439
H -1.310 2.085 3.878 0.221
H -2.601 3.227 3.469 0.518
H -4.611 1.747 1.973 0.380
H -4.777 0.039 2.432 0.511
O -3.665 -5.133 1.616 -0.712
S -2.752 -5.221 0.499 1.139
O -3.165 -6.071 -0.595 -0.724
N -2.284 -3.768 0.002 -0.356
C -0.960 -3.564 0.189 -0.270
O -0.346 -2.535 -0.089 -0.288
C -0.270 -4.750 0.827 0.647
C 1.067 -4.881 1.157 -0.228
C 1.481 -6.071 1.743 -0.655
C 0.571 -7.097 1.995 -0.401
C -0.772 -6.958 1.663 -0.542
C -1.162 -5.770 1.078 -0.092
H 1.756 -4.066 0.969 0.156
H 2.522 -6.203 2.010 0.394
H 0.914 -8.012 2.463 0.354
H -1.486 -7.748 1.857 0.401
```